Here is C4H5NO in the gas phase from the OMol25 dataset. Energies are from ωB97M-V/def2-TZVPD.

## Properties
ΔE to the lowest compared entry with this formula, charge and spin	15.27	kcal/mol
LUMO level	1.03	eV
total energy	-285.390255	Ha

Structure (XYZ):
```
11
C4H5NO | the OMol25 dataset | ωB97M-V/def2-TZVPD
C 1.874 0.012 0.230
C 0.366 -0.115 0.066
N -0.291 0.988 -0.082
C -1.598 0.616 -0.282
C -1.709 -0.721 -0.212
O -0.432 -1.229 0.003
H 2.468 -0.849 0.550
H 2.006 0.826 0.957
H 2.310 0.407 -0.701
H -2.368 1.356 -0.434
H -2.626 -1.291 -0.095
```